[1]
This record from the OMol25 dataset describes a structure of composition C31H84F3LiO20 at a distorted geometry. The level of theory is ωB97M-V with the def2-TZVPD basis set.

```
139
Properties=species:S:1:pos:R:3
Li -15.13751 7.40621 20.67209
C -16.49220 8.41289 19.44819
O -15.80082 7.15256 19.43958
O -16.15646 9.09514 20.63891
C -16.50242 9.17289 18.05556
F -16.85865 10.46698 18.14784
F -15.26623 9.19042 17.68344
F -17.26173 8.64555 17.11737
C -16.10550 6.27866 18.36120
C -15.75499 4.87798 18.76746
H -16.08024 4.22005 17.96159
H -14.66996 4.90377 18.86820
H -16.29208 4.62403 19.68132
H -15.42423 6.55421 17.55618
H -17.11233 6.40773 17.96406
H -17.53127 8.13676 19.62759
C -15.04252 3.95567 24.66102
O -15.04038 4.66678 23.43487
C -16.27268 4.57637 22.75080
C -16.27108 5.33089 21.36957
O -16.10009 6.73617 21.41599
C -17.26018 7.46196 21.76811
H -14.12626 4.26904 25.16138
H -15.01221 2.87666 24.50968
H -15.90567 4.17264 25.29030
H -17.02352 4.97872 23.43084
H -16.54081 3.52541 22.64279
H -17.02709 4.93599 20.69089
H -15.42345 4.93832 20.80787
H -17.97799 7.56467 20.95429
H -16.86726 8.44224 22.03785
H -17.83499 7.11037 22.62490
C -16.35226 3.60432 15.27790
O -17.20608 2.44199 15.50844
C -18.04119 2.68063 16.61551
C -18.90882 1.45623 16.88456
O -18.18876 0.31601 17.36167
C -18.04758 0.23411 18.74003
H -15.65051 3.30364 14.49993
H -15.73405 3.87327 16.13438
H -16.88216 4.53386 15.06990
H -18.55584 3.62471 16.43671
H -17.55321 2.80284 17.58248
H -19.09213 1.09859 15.87135
H -19.88935 1.74517 17.26292
H -18.97908 0.30474 19.30166
H -17.27845 0.93582 19.06273
H -17.61943 -0.70251 19.09715
C -20.61001 11.05988 19.17625
O -20.50104 9.71440 19.61490
C -21.22584 8.68165 18.94485
C -20.79923 7.20223 19.11249
O -19.45719 6.97497 18.73852
C -19.11053 7.36382 17.37937
H -20.16186 11.70538 19.93163
H -21.62168 11.40938 18.97011
H -20.03251 11.23569 18.26868
H -21.33692 8.86991 17.87699
H -22.24826 8.79649 19.30482
H -21.43808 6.49626 18.58184
H -20.85006 6.95732 20.17340
H -18.26992 6.74457 17.06631
H -18.78991 8.40510 17.34720
H -19.95692 7.22088 16.70757
C -16.97179 3.76779 12.29797
O -15.78115 3.87913 12.98275
C -15.28748 5.18740 13.17719
C -14.19930 5.16625 14.25461
O -14.80068 4.92665 15.53204
C -13.84041 5.08818 16.51436
H -17.03622 2.68043 12.25816
H -16.96968 4.16196 11.28173
H -17.79189 4.26690 12.81411
H -16.06960 5.90855 13.41458
H -14.81790 5.54442 12.26060
H -13.72144 6.14223 14.16976
H -13.40980 4.44268 14.05146
H -13.40515 6.06460 16.72712
H -13.03413 4.35746 16.57806
H -14.46542 4.87125 17.38060
C -15.85453 8.09927 15.30869
O -17.17563 7.61908 15.14654
C -17.36860 6.31658 15.44825
C -18.87253 5.87205 15.50601
O -19.55739 5.76861 14.29792
C -19.51346 6.92948 13.44648
H -15.67572 9.12019 14.97129
H -15.03537 7.55416 14.83972
H -15.55510 8.25205 16.34556
H -16.84315 5.98545 16.34400
H -16.84141 5.79465 14.64965
H -19.38564 6.51635 16.21995
H -18.95575 4.85327 15.88446
H -18.57774 7.02138 12.89507
H -19.71198 7.83102 14.02609
H -20.27034 6.85066 12.66608
C -15.55641 11.05980 16.45534
O -16.83828 11.57481 16.85382
C -17.95945 10.98719 16.20220
C -18.05888 11.37659 14.72574
O -19.11317 10.65590 14.04355
C -18.57971 9.58037 13.26899
H -15.19470 11.36855 15.47455
H -15.51136 9.97392 16.37222
H -14.85106 11.34434 17.23613
H -18.78226 11.31818 16.83585
H -17.94996 9.89869 16.25866
H -17.13408 11.09497 14.22219
H -18.32413 12.43378 14.71702
H -18.28177 10.02726 12.32049
H -19.31741 8.83818 12.96388
H -17.70786 9.06357 13.67008
O -13.36120 3.98524 18.00054
H -13.31968 4.68959 18.64739
H -12.60889 3.42904 18.20277
O -16.56954 11.01064 20.23128
H -16.46546 11.71358 19.58997
H -16.78154 10.23775 19.70792
O -18.89612 9.52217 20.82656
H -19.50618 9.17272 20.17698
H -18.16813 8.90069 20.83084
C -13.69892 10.75960 18.53187
O -13.62594 10.03172 19.77953
H -13.83689 11.83805 18.60936
H -12.76231 10.54298 18.01813
H -14.42915 10.48114 17.77205
H -13.18738 9.18398 19.67661
C -18.95734 4.09555 18.98755
O -18.64761 5.13055 18.08842
H -18.48930 4.41373 19.91911
H -20.01116 3.82462 19.05202
H -18.54062 3.11595 18.75339
H -18.99384 5.99921 18.30557
C -12.75112 7.19674 18.02513
O -12.62515 8.04101 19.03946
H -11.74636 7.00692 17.64762
H -13.25754 6.25255 18.22544
H -13.19085 7.72736 17.18063
H -13.14931 7.73704 19.78408
```

Values from the calculation:
DFT total energy   -82768.0856 eV
Frontier orbital gap   0.251 Eh
Multiplicity   1
HOMO energy   -7.3 eV
LUMO energy   -0.411 eV



[2]
This record from the OMol25 dataset describes a cluster of 12 separate species, C31H84IO19PS in total at a distorted geometry. The level of theory is ωB97M-V with the def2-TZVPD basis set.

```
137
Properties=species:S:1:pos:R:3
C -1.87335 5.66358 -0.71907
C -2.10068 4.26457 0.04911
O -0.83770 3.80664 0.56467
C -0.73661 2.34843 0.57234
C 0.79913 1.99423 0.46951
O 1.41679 2.06754 -0.81977
C 0.76046 1.42291 -1.90230
C 0.00747 2.55748 -2.73473
I -1.58193 1.85489 -4.05433
C 1.04121 3.56513 -3.46331
C 1.27638 3.26303 -5.00608
O 1.91349 1.12804 -2.79585
S 1.81442 -0.29897 -3.63579
O 2.93358 -1.28025 -3.43391
O 1.59184 -0.25704 -5.12116
O 0.28694 -0.71868 -3.02808
C 0.11680 -0.02007 -1.73842
P 1.00654 -1.27505 -0.54957
O 0.85850 -2.82651 -1.25132
O 2.64927 -0.79033 -0.46876
H -1.02882 6.25832 -0.24097
H -2.83109 6.26141 -0.81142
H -1.55168 5.41550 -1.78473
H -2.86279 4.47796 0.86882
H -2.59117 3.57900 -0.69446
H -1.07898 2.02501 1.61860
H -1.42027 1.83655 -0.16521
H 1.32750 2.77801 1.12381
H 0.96098 1.01160 1.03206
H -0.51143 3.22959 -1.96936
H 2.00352 3.67556 -2.86401
H 0.54981 4.59644 -3.40604
H 2.38499 3.46927 -5.20857
H 1.11370 2.18591 -5.31292
H 0.72352 3.99112 -5.68831
H -0.94235 -0.10501 -1.35340
H 1.48181 -2.95248 -2.00051
H 3.21619 -1.57812 -0.26533
C 6.61780 -3.81445 -1.03541
C 5.56292 -3.27589 -0.09318
O 4.38625 -2.93834 -0.82166
H 6.86200 -3.07581 -1.80239
H 7.53060 -4.07572 -0.49462
H 6.24910 -4.70375 -1.55403
H 5.91905 -2.37453 0.40987
H 5.30548 -4.01767 0.66989
H 4.07306 -3.74422 -1.25736
C -5.27073 -0.23486 -0.34184
C -5.11781 0.82786 -1.41172
O -3.79862 1.36637 -1.38714
H -5.06425 0.18470 0.64608
H -6.28133 -0.64952 -0.34442
H -4.55693 -1.04948 -0.49964
H -5.81595 1.64797 -1.23792
H -5.31278 0.41225 -2.40589
H -3.18211 0.64084 -1.54982
C -1.22423 3.19383 5.08155
C -2.32062 3.87943 4.28985
O -1.76168 4.78945 3.35162
H -0.61493 3.93150 5.60938
H -1.64483 2.49710 5.81076
H -0.55387 2.64236 4.41578
H -2.97539 4.44592 4.95593
H -2.92892 3.14503 3.75073
H -1.18979 4.28170 2.75678
C 2.95292 -8.06311 -2.29130
C 3.33907 -6.71262 -1.72502
O 4.26248 -6.06139 -2.59596
H 3.83776 -8.69160 -2.42205
H 2.24940 -8.57771 -1.63204
H 2.49377 -7.94804 -3.27609
H 3.81720 -6.82689 -0.75225
H 2.45766 -6.07397 -1.60253
H 3.82955 -5.95534 -3.45415
C -6.04316 6.78207 5.88535
C -6.40443 5.50440 6.61617
O -7.19302 4.66068 5.78231
H -6.94591 7.31565 5.57824
H -5.44405 7.43892 6.51983
H -5.47678 6.56081 4.97613
H -6.98746 5.72737 7.51137
H -5.50385 4.96028 6.91771
H -6.66722 4.46005 4.99584
C 4.16461 -8.47925 2.86825
C 4.48340 -7.36253 1.89384
O 3.28504 -6.81816 1.35076
H 3.59859 -9.27073 2.37119
H 5.07905 -8.90805 3.28457
H 3.54468 -8.11004 3.69024
H 5.08458 -7.73990 1.06396
H 5.04238 -6.56189 2.38903
H 2.76033 -6.47701 2.08589
C -9.29260 4.03775 0.37072
C -8.28631 2.92951 0.61128
O -7.05633 3.22900 -0.04249
H -9.47206 4.16722 -0.69963
H -10.24255 3.81697 0.86315
H -8.91473 4.99190 0.74945
H -8.65817 1.98304 0.21276
H -8.09371 2.80226 1.68020
H -6.72913 4.06101 0.32119
C 4.83694 5.38815 1.34514
C 4.40637 4.17036 2.13880
O 3.51420 3.36805 1.37340
H 3.96760 5.98434 1.05747
H 5.51678 6.01435 1.92759
H 5.34031 5.08943 0.42115
H 3.88580 4.47251 3.04946
H 5.27276 3.56378 2.42141
H 3.98050 3.09392 0.57318
C 1.10072 -8.60735 -6.95297
C 1.41453 -7.32481 -6.20829
O 2.64374 -7.44931 -5.49952
H 1.03600 -9.44772 -6.25759
H 0.15546 -8.52392 -7.49401
H 1.89416 -8.84366 -7.66782
H 0.63098 -7.10378 -5.48107
H 1.49024 -6.48101 -6.90121
H 3.33600 -7.63536 -6.14627
C 9.85307 -2.49537 -2.30443
C 10.14473 -1.20587 -1.56266
O 11.36492 -1.31286 -0.83795
H 9.78761 -3.33289 -1.60593
H 8.91401 -2.42320 -2.85745
H 10.65806 -2.72794 -3.00765
H 9.34982 -0.98844 -0.84676
H 10.22103 -0.36460 -2.25908
H 12.06703 -1.49512 -1.47444
C -10.09481 1.69511 4.79725
C -8.67009 1.28192 4.48487
O -7.93368 2.38657 3.97412
H -10.58800 2.07734 3.89999
H -10.67101 0.85111 5.18375
H -10.11015 2.49918 5.53821
H -8.65759 0.49391 3.72920
H -8.16783 0.90743 5.38255
H -7.93866 3.07788 4.64922
```

Values from the calculation:
DFT total energy   -100629.8854 eV
SMILES   CCOCCO[C@@]1([C@H](I)CC)OS(=O)(=O)O[C@H]1P(O)O.CCO.CCO.CCO.CCO.CCO.CCO.CCO.CCO.CCO.CCO.CCO
Frontier orbital gap   0.322 Eh
Multiplicity   1
HOMO energy   -8.3 eV
LUMO energy   0.428 eV



[3]
This record from the OMol25 dataset describes a cluster of 10 separate species, C31H89N13O10 in total at a distorted geometry. The level of theory is ωB97M-V with the def2-TZVPD basis set.

```
143
Properties=species:S:1:pos:R:3
C 0.77025 0.30044 -0.57958
O 0.82616 -0.82724 -0.91425
N 0.38720 1.17366 -1.45814
N 0.97241 0.72929 0.61016
H 0.00016 0.95793 -2.36576
H 0.41685 2.14063 -1.16799
H 1.15819 0.11281 1.38831
H 0.87047 1.70858 0.83538
C 4.17485 -2.72727 3.24673
O 3.87159 -3.29358 4.26307
N 3.39743 -2.07295 2.48235
N 5.39178 -2.81195 2.72916
H 2.41711 -2.09451 2.72444
H 3.76505 -1.51987 1.72137
H 5.75650 -3.75049 2.80801
H 5.72626 -2.17429 2.02091
C 0.11933 -1.93840 3.49758
O 0.64875 -1.01125 3.03195
N 0.07078 -2.21643 4.77841
N -0.32081 -2.95703 2.84742
H 0.40384 -1.57887 5.48743
H -0.60241 -2.92230 5.04044
H -0.31623 -2.90143 1.83896
H -0.56978 -3.79551 3.35245
C -3.44812 -2.21653 2.29791
C -4.09533 -1.07903 1.46019
C -3.20773 -0.60311 0.21691
O -3.95174 0.14462 -0.69760
C -3.30329 1.03229 -1.64227
N -5.36012 -1.63600 0.98451
H -3.04493 -2.96844 1.61954
H -4.12270 -2.56140 3.08156
H -2.61604 -1.66586 2.73667
H -4.26220 -0.24827 2.14583
H -2.77997 -1.39598 -0.39666
H -2.35341 0.00216 0.52002
H -2.41085 0.60590 -2.10036
H -3.10598 2.04230 -1.28304
H -4.00661 1.25096 -2.44578
H -5.23293 -2.58178 0.65373
H -5.62389 -1.07247 0.18893
C 1.07777 1.65756 -9.29880
C 0.25205 2.36432 -8.30222
C -0.11401 1.56329 -7.04818
O -1.53189 1.75460 -6.72483
C -2.04316 0.95094 -5.68133
N 0.98375 3.55507 -8.03186
H 1.38111 2.34307 -10.09009
H 0.47786 0.90274 -9.80719
H 1.97532 1.22743 -8.85437
H -0.65098 2.76357 -8.76399
H 0.47349 1.74847 -6.14892
H 0.11057 0.52049 -7.27231
H -1.55682 1.08466 -4.71504
H -1.97859 -0.12695 -5.82992
H -3.10018 1.16920 -5.52916
H 0.30086 4.04073 -7.46803
H 0.93783 4.04999 -8.91109
C -1.14374 -4.66374 -7.69109
C -0.97542 -3.28222 -7.03581
C 0.10482 -3.21186 -5.85972
O -0.05562 -2.02508 -5.18696
C 0.65424 -1.82735 -3.95949
N -0.62786 -2.40199 -8.17577
H -1.48110 -5.27613 -6.85487
H -0.17076 -4.99389 -8.05502
H -1.91534 -4.64704 -8.46079
H -1.91713 -2.93324 -6.61213
H 1.11476 -3.17945 -6.26848
H -0.04686 -4.07245 -5.20820
H 0.28829 -0.99295 -3.36121
H 1.66601 -1.60437 -4.29819
H 0.87216 -2.62805 -3.25275
H -1.44853 -2.12938 -8.69757
H -0.28761 -1.49582 -7.88733
C -1.30392 -3.78284 -1.88422
C -0.59423 -4.28048 -0.49918
C -0.58001 -5.78506 -0.45282
O -1.98820 -6.15878 -0.33985
C -2.28310 -7.46661 0.08769
N 0.72361 -3.69791 -0.57631
H -1.03418 -4.32381 -2.79124
H -1.20198 -2.71879 -2.09751
H -2.39090 -3.84881 -1.83711
H -1.09314 -3.74864 0.31097
H -0.00421 -6.21543 0.36653
H -0.08949 -6.26649 -1.29882
H -2.07852 -8.08502 -0.78627
H -3.31152 -7.49919 0.44738
H -1.68620 -7.77867 0.94469
H 1.28792 -4.16082 -1.27443
H 0.66347 -2.71090 -0.78201
C 2.65400 5.68974 5.12243
C 1.50485 4.99842 4.34550
C 0.31515 5.90937 4.18623
O -0.40085 6.03572 5.40105
C -1.24220 4.92484 5.71989
N 1.97819 4.53969 3.03909
H 2.39121 6.23112 6.03125
H 3.19969 6.45461 4.56991
H 3.45067 5.00499 5.41317
H 1.13075 4.10976 4.85387
H -0.39013 5.48424 3.47212
H 0.62927 6.88516 3.81574
H -0.81199 3.93823 5.89201
H -1.88224 4.67683 4.87317
H -1.88548 5.30529 6.51333
H 2.80845 4.01405 3.27244
H 1.35515 3.80445 2.73684
C 1.15350 1.06401 5.83081
C 2.58962 1.02923 5.34936
C 3.49140 -0.00510 6.00174
O 3.45483 0.26788 7.39232
C 4.24102 -0.61074 8.16322
N 2.40777 0.90056 3.87926
H 0.67526 1.92427 5.36244
H 1.16622 1.17363 6.91521
H 0.60139 0.13628 5.68052
H 3.04344 1.99902 5.55346
H 4.42747 -0.04075 5.44443
H 3.02430 -0.96302 5.77304
H 5.09615 -0.95637 7.58237
H 3.61665 -1.42087 8.54000
H 4.61093 -0.02922 9.00767
H 3.27055 0.65529 3.41500
H 1.84921 0.06704 3.76370
C -1.60309 4.60925 -1.28192
C -0.69194 4.46319 -0.06259
C -1.30087 3.45526 0.89764
O -0.43020 3.15021 1.97796
C -0.80374 2.08717 2.84008
N 0.60079 4.00201 -0.54221
H -2.65073 4.68546 -0.99082
H -1.68125 3.78292 -1.98845
H -1.29544 5.49909 -1.83114
H -0.61090 5.41514 0.46211
H -1.37117 2.55322 0.28981
H -2.26544 3.80108 1.26926
H -1.51987 2.38356 3.60650
H 0.07886 1.73518 3.37414
H -1.33128 1.25152 2.38020
H 1.34070 3.99563 0.14523
H 0.94077 4.67718 -1.21204
```

Values from the calculation:
Net charge   -1
DFT total energy   -73431.4266 eV
Frontier orbital gap (alpha / beta)   0.052 / 0.304 Eh
Energy above the lowest of the compared OMol25 structures with the same formula, charge and spin   32.7 kcal/mol
Multiplicity   2
HOMO energy (alpha / beta)   0.5 / -6.4 eV
LUMO energy (alpha / beta)   1.959 / 1.910 eV